Entry 1:
Formula: C37H65NO18
Source: the OMol25 dataset
Level of theory: the ωB97M-V functional and the def2-TZVPD basis

The geometry in XYZ format:
```
121
Properties=species:S:1:pos:R:3:lowdin_charge:R:1
C 0.14 2.65 -0.77 -0.104
C -1.27 2.84 -0.16 -0.256
C -2.37 2.26 -1.08 -0.206
C -2.24 0.71 -1.09 -0.192
C -3.47 -0.01 -0.47 -0.122
C -3.59 -1.38 -1.12 -0.149
C -2.57 -2.21 -1.10 0.053
C -2.78 -3.52 -1.80 -0.316
O -2.42 -4.55 -1.36 0.139
C -3.55 -3.39 -3.11 -0.139
C -3.15 -4.15 -4.36 -0.131
C -3.40 -5.67 -4.32 -0.169
C -2.27 -6.53 -3.71 -0.180
C -0.85 -6.11 -4.10 -0.199
N -0.18 -5.34 -3.04 0.040
C 0.25 -6.14 -1.97 -0.540
C 0.93 -5.40 -0.83 0.006
O 0.11 -7.32 -1.92 0.094
C -4.56 -2.57 -3.13 0.055
C -4.84 -1.83 -1.85 -0.331
O -5.92 -1.64 -1.41 0.142
H 0.76 3.49 -0.43 0.061
H 0.61 1.72 -0.43 0.064
H 0.11 2.63 -1.86 0.071
H -1.30 2.24 0.75 0.102
H -1.46 3.88 0.12 0.098
H -3.36 2.61 -0.79 0.102
H -2.19 2.64 -2.09 0.101
H -1.33 0.41 -0.56 0.097
H -2.10 0.39 -2.12 0.114
H -4.34 0.60 -0.72 0.109
H -3.33 -0.12 0.60 0.123
H -1.63 -1.96 -0.62 0.133
H -3.77 -3.75 -5.17 0.111
H -2.12 -3.88 -4.61 0.109
H -4.34 -5.85 -3.78 0.118
H -3.58 -6.01 -5.35 0.108
H -2.40 -7.55 -4.11 0.111
H -2.38 -6.64 -2.64 0.095
H -0.26 -6.99 -4.37 0.114
H -0.84 -5.47 -4.98 0.110
H 0.66 -4.90 -3.41 0.133
H 1.46 -4.52 -1.21 0.075
H 0.18 -5.05 -0.12 0.082
H 1.64 -6.06 -0.33 0.080
H -5.18 -2.41 -4.00 0.131
C 3.57 -0.52 4.42 -0.066
C 3.26 -0.37 2.94 -0.215
O 2.37 0.73 2.70 0.030
C 2.94 1.94 2.72 -0.607
O 4.11 2.17 2.91 0.124
O 1.99 2.85 2.52 -0.006
C 2.44 4.20 2.60 -0.037
H 2.64 -0.58 5.00 0.082
H 4.16 -1.41 4.60 0.080
H 4.12 0.34 4.79 0.075
H 2.74 -1.26 2.58 0.120
H 4.17 -0.26 2.35 0.123
H 3.29 4.38 1.95 0.096
H 2.69 4.45 3.64 0.100
H 1.62 4.84 2.28 0.092
C 1.91 11.10 3.42 -0.067
C 2.22 9.97 4.38 -0.214
O 2.88 8.88 3.71 0.032
C 4.18 9.06 3.47 -0.608
O 4.83 10.03 3.77 0.124
O 4.64 7.99 2.82 0.001
C 6.00 8.08 2.42 -0.034
H 1.35 10.73 2.56 0.081
H 1.33 11.87 3.91 0.080
H 2.83 11.55 3.04 0.074
H 1.29 9.56 4.77 0.121
H 2.81 10.31 5.22 0.124
H 6.65 8.33 3.26 0.096
H 6.11 8.82 1.63 0.095
H 6.30 7.11 2.03 0.093
C 7.20 12.64 -2.12 -0.065
C 5.91 11.92 -1.77 -0.211
O 5.53 11.00 -2.80 0.037
C 6.20 9.84 -2.81 -0.607
O 7.06 9.51 -2.04 0.119
O 5.76 9.12 -3.84 0.005
C 6.45 7.88 -4.03 -0.042
H 7.12 13.11 -3.10 0.082
H 7.42 13.40 -1.37 0.081
H 8.04 11.95 -2.16 0.075
H 5.09 12.64 -1.70 0.122
H 5.98 11.41 -0.81 0.120
H 6.46 7.30 -3.12 0.095
H 7.46 8.07 -4.38 0.099
H 5.91 7.33 -4.80 0.093
C -6.88 -0.73 1.63 -0.063
C -6.92 -0.65 3.14 -0.209
O -8.18 -1.11 3.66 0.037
C -8.32 -2.43 3.71 -0.606
O -7.51 -3.25 3.39 0.124
O -9.55 -2.69 4.18 0.003
C -9.88 -4.08 4.21 -0.044
H -7.73 -0.21 1.19 0.088
H -5.96 -0.29 1.24 0.062
H -6.93 -1.77 1.29 0.074
H -6.83 0.39 3.45 0.121
H -6.10 -1.20 3.60 0.123
H -9.12 -4.65 4.74 0.095
H -10.00 -4.46 3.20 0.099
H -10.83 -4.17 4.73 0.092
C -1.05 -10.49 -0.35 -0.059
C 0.39 -10.25 -0.76 -0.216
O 1.27 -11.25 -0.20 0.038
C 1.26 -12.43 -0.82 -0.608
O 0.62 -12.72 -1.79 0.120
O 2.10 -13.24 -0.16 0.001
C 2.13 -14.57 -0.66 -0.047
H -1.13 -10.56 0.73 0.081
H -1.68 -9.68 -0.70 0.076
H -1.42 -11.42 -0.77 0.074
H 0.73 -9.29 -0.37 0.106
H 0.50 -10.21 -1.85 0.121
H 2.33 -14.58 -1.73 0.094
H 1.19 -15.08 -0.45 0.098
H 2.94 -15.09 -0.15 0.091
```

Properties
2S+1 ... 1
Structure (SMILES) ... CCCCCC1=CC(=O)C(CCCCNC(C)=O)=CC1=O.CCOC(=O)OC.CCOC(=O)OC.CCOC(=O)OC.CCOC(=O)OC.CCOC(=O)OC
E_HOMO ... -9.58 eV
Kohn-Sham gap ... 9.2240 eV



Entry 2:
Formula: C37H66BrN3O2PSbSe4Tl
Source: the OMol25 dataset
Level of theory: the ωB97M-V functional and the def2-TZVPD basis

The geometry in XYZ format:
```
116
Properties=species:S:1:pos:R:3:lowdin_charge:R:1
Tl 1.27 1.06 -0.65 0.830
C 8.21 -2.53 -1.12 -0.054
C 7.58 -3.08 0.16 -0.565
C 8.40 -2.62 1.37 -0.054
C 7.63 -4.60 0.10 -0.076
C 6.14 -2.55 0.28 -0.193
C 5.91 -1.18 0.34 -0.104
C 4.62 -0.71 0.39 -0.555
Br 4.35 1.18 0.47 0.708
C 3.45 -1.52 0.36 -0.429
O 2.26 -1.02 0.24 -0.357
C 3.71 -2.92 0.45 -0.090
C 5.03 -3.38 0.36 -0.003
C 2.60 -3.98 0.61 -0.521
C 3.00 -5.04 1.64 -0.062
C 2.36 -4.67 -0.75 -0.037
C 1.26 -3.40 1.09 -0.061
H 9.24 -2.89 -1.23 0.079
H 8.23 -1.44 -1.13 0.077
H 7.64 -2.85 -2.00 0.088
H 9.42 -3.01 1.31 0.079
H 7.95 -2.97 2.30 0.088
H 8.46 -1.53 1.42 0.077
H 8.66 -4.93 -0.02 0.080
H 7.05 -4.99 -0.75 0.084
H 7.23 -5.06 1.01 0.084
H 6.72 -0.47 0.34 0.098
H 5.19 -4.44 0.36 0.085
H 3.87 -5.63 1.34 0.067
H 2.17 -5.73 1.80 0.077
H 3.24 -4.56 2.60 0.091
H 3.28 -5.14 -1.11 0.080
H 2.03 -3.94 -1.49 0.070
H 1.59 -5.44 -0.66 0.078
H 1.37 -2.90 2.05 0.098
H 0.55 -4.23 1.21 0.069
H 0.86 -2.67 0.39 0.043
Se 0.98 7.17 -1.35 -0.186
Sb 2.59 6.39 0.30 -0.428
Se 4.65 5.65 -0.91 0.034
Se 3.23 7.93 2.08 -0.233
Se 1.65 4.37 1.47 0.102
C -1.54 -2.85 -3.33 -0.066
N -0.66 -2.40 -2.27 -0.157
C 0.59 -1.81 -2.71 -0.078
C -1.15 -2.00 -1.05 -0.466
N -0.69 -0.94 -0.49 0.088
N -2.14 -2.82 -0.52 -0.150
C -2.00 -4.26 -0.59 -0.063
C -2.83 -2.35 0.67 -0.064
H -1.67 -2.07 -4.08 0.085
H -2.52 -3.11 -2.92 0.078
H -1.12 -3.73 -3.82 0.089
H 1.08 -2.50 -3.40 0.092
H 1.24 -1.64 -1.86 0.046
H 0.43 -0.85 -3.24 0.077
H -0.93 -0.88 0.49 0.039
H -1.22 -4.53 -1.30 0.081
H -2.94 -4.73 -0.88 0.086
H -1.71 -4.66 0.39 0.081
H -3.11 -1.30 0.55 0.057
H -2.21 -2.44 1.57 0.098
H -3.73 -2.94 0.80 0.093
O -0.76 3.06 -0.02 -0.519
P -2.18 2.72 0.32 0.808
C -3.12 4.25 0.80 -0.314
C -4.62 4.36 0.52 -0.187
C -4.94 4.68 -0.94 -0.197
C -4.19 5.93 -1.40 -0.197
C -2.69 5.76 -1.19 -0.202
C -2.37 5.49 0.28 -0.194
C -2.80 1.59 -1.00 -0.333
C -2.41 2.07 -2.40 -0.194
C -2.48 0.87 -3.35 -0.170
C -3.85 0.14 -3.28 -0.180
C -4.84 0.84 -2.35 -0.197
C -4.26 1.06 -0.95 -0.169
C -2.24 1.63 1.81 -0.338
C -1.16 2.10 2.81 -0.212
C -1.28 1.32 4.12 -0.176
C -2.64 1.55 4.81 -0.190
C -3.68 2.14 3.85 -0.203
C -3.62 1.44 2.49 -0.176
H -2.98 4.21 1.89 0.099
H -5.00 5.18 1.13 0.120
H -5.16 3.47 0.84 0.081
H -6.02 4.81 -1.07 0.111
H -4.64 3.84 -1.57 0.081
H -4.53 6.78 -0.80 0.113
H -4.42 6.15 -2.44 0.107
H -2.14 6.64 -1.52 0.077
H -2.32 4.92 -1.79 0.104
H -2.69 6.35 0.88 0.127
H -1.30 5.38 0.41 0.065
H -2.12 0.76 -0.79 0.068
H -1.40 2.47 -2.38 0.103
H -3.06 2.87 -2.75 0.101
H -1.68 0.17 -3.08 0.080
H -2.28 1.20 -4.37 0.111
H -3.70 -0.89 -2.92 0.091
H -4.29 0.05 -4.27 0.104
H -5.75 0.25 -2.27 0.109
H -5.12 1.80 -2.78 0.105
H -4.27 0.10 -0.42 0.095
H -4.91 1.72 -0.39 0.082
H -1.91 0.66 1.42 0.087
H -1.25 3.17 3.00 0.112
H -0.18 1.96 2.37 0.079
H -0.47 1.61 4.78 0.110
H -1.14 0.26 3.90 0.110
H -2.53 2.21 5.67 0.105
H -3.02 0.60 5.19 0.103
H -3.50 3.21 3.72 0.102
H -4.68 2.04 4.27 0.109
H -4.43 1.78 1.85 0.077
H -3.79 0.37 2.66 0.113
```

Properties
2S+1 ... 1
Charge ... -1
E_HOMO (spin up / spin down) ... -4.60 / -4.60 eV
Kohn-Sham gap (spin up / spin down) ... 5.2451 / 5.4702 eV



Entry 3:
Formula: C37H66N3O5
Source: the OMol25 dataset
Level of theory: the ωB97M-V functional and the def2-TZVPD basis

The geometry in XYZ format:
```
111
Properties=species:S:1:pos:R:3:lowdin_charge:R:1
C 8.15 1.10 2.71 -0.111
C 6.71 1.75 2.84 -0.217
C 5.58 0.74 3.18 -0.238
O 5.40 -0.24 2.13 -0.160
C 4.06 -0.76 2.23 -0.172
C 3.99 -2.22 1.69 -0.173
C 3.69 -3.41 2.72 -0.253
C 2.55 -3.03 3.74 -0.149
C 1.44 -4.12 3.97 -0.182
C 0.12 -3.37 4.45 -0.190
C -1.17 -4.19 3.98 -0.211
C -2.06 -3.40 2.94 -0.196
C -3.15 -4.42 2.36 -0.214
C -4.55 -4.30 3.07 -0.223
C -5.35 -3.02 2.62 -0.217
C -6.83 -3.13 3.15 -0.210
C -7.90 -2.45 2.22 -0.208
C -7.64 -0.91 1.99 -0.197
C -8.39 0.04 2.99 -0.128
N -7.76 1.38 2.90 -0.154
C -7.23 1.91 1.74 -0.129
C -6.65 3.21 2.00 -0.084
C -6.90 3.41 3.44 -0.108
C -7.58 2.26 3.97 -0.089
N 3.49 -4.53 1.77 0.076
C 3.36 -4.12 0.40 -0.393
O 3.52 -4.77 -0.59 0.120
C 2.96 -2.59 0.56 -0.167
C 2.85 -1.72 -0.72 -0.004
C 1.42 -1.87 -1.34 -0.368
O 0.59 -2.62 -0.91 0.150
O 1.06 -1.11 -2.49 0.032
C 0.00 -0.21 -2.15 -0.419
C -1.50 -0.64 -2.10 0.019
O 0.27 0.96 -1.90 0.093
H 8.48 1.20 1.64 0.068
H 8.92 1.64 3.31 0.069
H 8.15 0.00 2.93 0.076
H 6.77 2.50 3.67 0.110
H 6.46 2.29 1.89 0.106
H 4.63 1.34 3.28 0.123
H 5.74 0.19 4.15 0.136
H 3.34 -0.13 1.64 0.130
H 3.75 -0.65 3.30 0.113
H 5.03 -2.48 1.35 0.159
H 4.65 -3.60 3.26 0.148
H 2.06 -2.05 3.50 0.099
H 3.06 -2.87 4.73 0.125
H 1.75 -4.80 4.81 0.120
H 1.14 -4.68 3.05 0.096
H 0.09 -3.23 5.56 0.109
H 0.01 -2.36 3.96 0.099
H -1.81 -4.43 4.87 0.110
H -0.88 -5.17 3.51 0.097
H -2.65 -2.60 3.45 0.103
H -1.45 -3.00 2.09 0.105
H -2.76 -5.46 2.56 0.097
H -3.25 -4.32 1.25 0.105
H -5.15 -5.21 2.81 0.110
H -4.36 -4.31 4.17 0.119
H -5.26 -2.85 1.52 0.117
H -4.87 -2.13 3.14 0.106
H -7.08 -4.23 3.17 0.105
H -6.93 -2.72 4.19 0.118
H -8.90 -2.54 2.73 0.111
H -7.94 -2.95 1.22 0.111
H -6.54 -0.70 2.02 0.107
H -8.03 -0.66 0.96 0.109
H -9.48 0.14 2.76 0.130
H -8.29 -0.35 4.04 0.127
H -7.18 1.46 0.73 0.110
H -6.14 3.86 1.26 0.081
H -6.59 4.34 3.98 0.083
H -7.90 2.10 5.02 0.112
H 2.87 -5.29 2.03 0.128
H 1.98 -2.70 1.11 0.154
H 3.04 -0.64 -0.47 0.126
H 3.56 -2.08 -1.50 0.149
H -2.04 0.14 -1.51 0.095
H -1.98 -0.64 -3.12 0.099
H -1.66 -1.62 -1.60 0.084
C 2.47 1.29 -4.55 -0.090
C 1.29 2.03 -5.18 -0.247
C 1.58 2.67 -6.54 -0.158
C 2.86 3.47 -6.72 -0.106
N 2.95 4.87 -6.11 -0.248
C 2.15 5.91 -6.88 -0.084
C 0.78 5.92 -6.22 -0.142
C 1.03 5.57 -4.76 -0.129
C 2.45 5.01 -4.68 -0.078
C 4.42 5.24 -6.15 0.018
H 3.36 1.92 -4.44 0.063
H 2.19 0.94 -3.56 0.053
H 2.74 0.43 -5.16 0.092
H 0.92 2.78 -4.47 0.082
H 0.47 1.33 -5.30 0.119
H 0.70 3.23 -6.87 0.104
H 1.65 1.84 -7.26 0.132
H 3.03 3.62 -7.79 0.135
H 3.71 2.90 -6.35 0.123
H 2.64 6.87 -6.74 0.138
H 2.13 5.65 -7.94 0.141
H 0.11 5.20 -6.69 0.105
H 0.30 6.90 -6.33 0.127
H 0.29 4.86 -4.39 0.114
H 0.95 6.45 -4.12 0.123
H 2.56 4.07 -4.15 0.121
H 3.09 5.74 -4.18 0.133
H 4.75 5.21 -7.19 0.116
H 4.97 4.54 -5.54 0.115
H 4.53 6.25 -5.75 0.108
```

Properties
2S+1 ... 1
Charge ... +1
E_HOMO ... -9.10 eV
Kohn-Sham gap ... 6.8027 eV



Entry 4:
Formula: C37H67N11O4PReS
Source: the OMol25 dataset
Level of theory: the ωB97M-V functional and the def2-TZVPD basis

The geometry in XYZ format:
```
122
Properties=species:S:1:pos:R:3:lowdin_spin:R:1
Re -0.89 -0.49 0.77 0.851
C -1.57 -1.28 3.74 0.001
C -2.79 -1.52 2.90 0.005
N -2.81 -0.51 1.80 0.015
C -3.36 0.83 2.20 0.006
C -2.36 1.77 2.82 0.008
S -0.74 1.67 1.98 0.002
C 0.33 1.17 3.39 -0.001
C 0.68 -0.32 3.43 0.000
N -0.39 -1.15 2.84 -0.005
H -1.42 -2.11 4.44 0.000
H -1.66 -0.38 4.34 0.000
H -3.71 -1.45 3.48 0.001
H -2.74 -2.51 2.44 0.000
H -3.48 -0.86 1.11 0.003
H -4.20 0.66 2.88 0.000
H -3.74 1.31 1.30 0.000
H -2.20 1.58 3.88 0.000
H -2.71 2.78 2.69 0.000
H -0.18 1.51 4.29 0.000
H 1.24 1.76 3.31 0.000
H 0.87 -0.62 4.46 0.000
H 1.58 -0.48 2.85 0.000
H -0.07 -2.11 2.69 0.000
C -2.21 5.38 1.64 0.000
N -3.21 5.40 0.61 0.000
C -4.21 6.46 0.55 0.000
C -4.98 6.07 -0.71 0.000
N -4.74 4.63 -0.79 0.000
C -5.72 3.73 -1.34 0.000
C -3.65 4.29 -0.05 0.000
N -3.05 3.14 0.08 0.000
C -3.17 2.17 -0.99 -0.002
C -1.78 1.56 -1.29 -0.001
N -1.65 0.12 -0.94 -0.032
C -1.97 -0.74 -1.99 -0.003
N -1.35 -0.72 -3.17 -0.002
C -0.44 0.27 -3.72 0.000
C -1.97 -1.68 -4.09 0.000
C -2.85 -2.51 -3.16 0.000
N -2.88 -1.69 -1.95 -0.001
C -3.88 -1.92 -0.93 0.000
H -1.68 6.33 1.65 0.000
H -1.50 4.59 1.43 0.000
H -2.65 5.23 2.63 0.000
H -3.74 7.44 0.47 0.000
H -4.85 6.45 1.44 0.000
H -4.59 6.58 -1.60 0.000
H -6.05 6.27 -0.64 0.000
H -6.71 4.16 -1.20 0.000
H -5.70 2.78 -0.81 0.000
H -5.59 3.54 -2.41 0.000
H -3.56 2.60 -1.92 0.000
H -3.85 1.34 -0.75 0.000
H -1.03 2.11 -0.73 0.000
H -1.56 1.70 -2.34 0.000
H -0.98 1.12 -4.14 0.000
H 0.13 -0.20 -4.52 0.000
H 0.26 0.62 -2.96 0.000
H -1.20 -2.27 -4.58 0.000
H -2.54 -1.14 -4.85 0.000
H -2.40 -3.48 -2.92 0.000
H -3.86 -2.67 -3.55 0.000
H -4.71 -2.45 -1.39 0.000
H -4.28 -0.97 -0.57 0.000
H -3.49 -2.54 -0.12 0.000
O -0.50 -4.15 -2.32 0.000
C 0.45 -4.71 -1.51 0.001
C 1.34 -5.65 -2.03 0.000
C 2.31 -6.22 -1.21 0.001
C 2.38 -5.88 0.13 0.000
C 1.47 -4.97 0.64 0.001
C 0.51 -4.36 -0.17 0.000
C -0.40 -3.39 0.51 0.007
O -0.77 -3.58 1.66 0.011
O -0.73 -2.31 -0.17 0.052
H -0.52 -4.66 -3.15 0.000
H 1.27 -5.94 -3.07 0.000
H 2.98 -6.96 -1.63 0.000
H 3.11 -6.34 0.78 0.000
H 1.48 -4.74 1.70 0.000
O 1.03 -0.38 0.50 0.066
P 2.56 -0.28 0.21 0.010
N 3.36 -0.54 1.60 0.000
C 3.46 -1.89 2.22 0.000
C 4.65 -1.78 3.17 0.000
C 5.51 -0.68 2.57 0.000
C 4.47 0.33 2.08 0.000
N 2.83 1.20 -0.39 0.000
C 2.37 2.45 0.24 0.000
C 2.94 3.53 -0.68 0.000
C 4.28 2.94 -1.10 0.000
C 3.97 1.46 -1.32 0.000
N 2.95 -1.43 -0.86 0.005
C 4.29 -2.07 -0.97 0.001
C 4.54 -2.11 -2.47 0.000
C 3.14 -2.37 -3.03 0.000
C 2.23 -1.53 -2.15 0.000
H 3.62 -2.65 1.45 0.000
H 2.54 -2.15 2.75 0.000
H 5.17 -2.73 3.27 0.000
H 4.31 -1.49 4.17 0.000
H 6.10 -1.05 1.74 0.000
H 6.19 -0.23 3.29 0.000
H 4.83 0.98 1.29 0.000
H 4.12 0.95 2.91 0.000
H 2.78 2.55 1.25 0.000
H 1.28 2.48 0.30 0.000
H 3.03 4.49 -0.17 0.000
H 2.29 3.66 -1.54 0.000
H 5.01 3.06 -0.31 0.000
H 4.68 3.40 -2.00 0.000
H 4.82 0.82 -1.09 0.000
H 3.66 1.26 -2.35 0.000
H 4.24 -3.08 -0.56 0.000
H 5.04 -1.50 -0.42 0.000
H 5.25 -2.89 -2.74 0.000
H 4.93 -1.16 -2.82 0.000
H 2.89 -3.43 -2.93 0.000
H 3.05 -2.11 -4.09 0.000
H 1.24 -1.97 -2.00 0.000
H 2.11 -0.53 -2.57 0.000
```

Properties
2S+1 ... 2
Charge ... +3
Expectation value of S² ... 0.77
E_HOMO (spin up / spin down) ... -14.81 / -14.81 eV
Kohn-Sham gap (spin up / spin down) ... 5.9656 / 6.2906 eV



Results for total energy: -77768.0893, -399958.0035, -54138.4276, -86273.6040 (in eV, following the order of the records).